# 1
Molecular formula: C2H20O9
Method: DFT, ωB97M-V/def2-TZVPD

As for the HOMO energy: -0.3780 hartree. The calculation puts the largest force on an atom at 1.8 eV Å⁻¹. Its SMILES is OCCO.O.O.O.O.O.O.O. The calculation puts the energy relative to the best compared isomer or geometry (same formula, charge and spin) at 124.87 kJ/mol. Its LUMO energy is -0.18 eV.

ORCA input file:
```
! RIJCOSX wB97M-V def2-TZVPD def2/J DEFGRID3
* xyz 0 1
O -0.1858 25.5530 -19.5263
C 0.0573 24.6540 -20.5947
C 0.9786 25.3679 -21.6192
O 0.4381 26.5346 -22.2185
H -0.9839 25.2685 -19.0750
H 0.6627 23.8983 -20.0943
H -0.9581 24.3938 -20.8939
H 1.1820 24.6726 -22.4336
H 1.9522 25.5285 -21.1563
H 1.2168 27.0322 -22.4786
O -1.9966 25.5540 -23.1277
H -1.9067 24.9441 -23.8599
H -1.1467 25.9910 -23.0737
O 0.4084 28.2627 -20.0677
H 0.4957 28.9406 -20.7379
H 0.1293 27.4838 -20.5491
O -2.9070 24.3107 -18.7156
H -2.9965 24.9136 -17.9775
H -3.1701 24.8250 -19.4788
O 2.7564 21.3867 -22.6014
H 3.1957 21.4560 -21.7538
H 2.5837 22.2928 -22.8570
O 2.4213 25.5479 -17.9558
H 2.0148 25.4840 -18.8200
H 1.7093 25.8161 -17.3750
O 2.1554 28.3848 -22.6360
H 3.0414 28.3539 -22.9969
H 1.6936 29.0166 -23.1871
O 3.7163 25.1986 -23.0309
H 3.9703 24.4714 -22.4628
H 4.0934 25.9728 -22.6129
*
```

natural (NBO) population analysis, charges in e, atoms 1 to 5: O -0.7662; C -0.1009; C -0.0898; O -0.7755; H 0.4870

=====

# 2
Molecular formula: C2H28O14
Method: DFT, ωB97M-V/def2-TZVPD

As for the HOMO energy: -0.3612 hartree. The calculation puts the largest force on an atom at 2.0 eV Å⁻¹. The calculation puts the energy relative to the best compared isomer or geometry (same formula, charge and spin) at 21.65 kJ/mol. Its LUMO energy is -0.96 eV.

ORCA input file:
```
! RIJCOSX wB97M-V def2-TZVPD def2/J DEFGRID3
* xyz 0 1
O 3.7588 1.3009 1.8103
H 2.9726 1.0275 1.1388
H 4.3365 0.5401 2.0458
H 4.2352 2.0439 1.3679
C -0.6150 0.7130 -0.1136
C 0.5993 0.4234 0.7278
O 1.7378 0.8398 0.2956
O 0.4582 -0.0517 1.8730
H -0.4400 0.5651 -1.1786
H -0.9512 1.7442 -0.0042
H -1.4143 0.0515 0.1841
O -0.6566 2.0868 -3.0009
H -0.0924 2.4619 -2.2569
H -0.9303 2.8607 -3.5126
O -0.7441 -3.4423 -0.2060
H -1.2889 -2.8614 0.3623
H 0.0822 -3.5623 0.3026
O 1.9647 -3.2353 0.8269
H 1.5100 -2.4203 1.1436
H 2.8675 -2.9429 0.6628
O -3.7522 2.6862 -0.2687
H -3.6427 2.9551 -1.1933
H -4.2070 1.8407 -0.3208
O -2.6522 0.1543 -3.7864
H -2.0247 0.9135 -3.7428
H -2.1896 -0.5786 -3.2973
O 3.0381 0.4691 -2.3079
H 2.5230 0.4907 -1.4797
H 2.4021 0.2059 -2.9872
O 2.6003 -0.2889 3.8401
H 2.5339 -1.2012 4.1493
H 1.9000 -0.2036 3.1505
O -1.4400 -1.9947 -2.4728
H -0.9110 -2.4234 -3.1575
H -1.0609 -2.3232 -1.6079
O -1.6181 0.1420 4.1800
H -1.0346 -0.3126 3.5528
H -2.4945 0.0813 3.7767
O -2.7871 -2.5758 1.7056
H -3.2795 -3.3345 2.0516
H -3.4181 -2.1090 1.1413
O 1.0149 3.1943 -1.0203
H 1.6055 3.7018 -1.5981
H 1.5042 2.3681 -0.7759
*
```

natural (NBO) population analysis, charges in e, atoms 1 to 5: O -0.8016; H 0.5491; H 0.5601; H 0.5416; C -0.7453

=====

# 3
Molecular formula: C2H29O13V
Method: DFT, ωB97M-V/def2-TZVPD

As for the HOMO energy (spin up / spin down): -0.4251 / -0.4251 hartree. The calculation puts the largest force on an atom at 6.4 eV Å⁻¹. The calculation puts the energy relative to the best compared isomer or geometry (same formula, charge and spin) at 257.95 kJ/mol. Its expectation value of S² is 3.759. Its LUMO energy (spin up / spin down) is -5.09 / -5.12 eV.

ORCA input file:
```
! RIJCOSX wB97M-V def2-TZVPD def2/J DEFGRID3
* xyz 1 4
V -1.8249 -1.3870 2.1526
C -1.3680 1.4870 0.5011
C -0.4205 0.3206 0.2439
O -1.2399 -0.7177 0.2914
H -2.1917 1.6960 -0.2701
H -0.7895 2.4620 0.5560
H -1.8201 1.4169 1.5436
H 0.2884 0.1180 1.0276
H 0.0503 0.4146 -0.6616
O 0.7697 -2.3198 -0.6363
H 0.7116 -3.0155 0.0058
H 0.0100 -1.7098 -0.5243
O 2.1601 -1.8366 2.2042
H 3.1267 -1.9315 2.0547
H 2.0788 -1.0026 2.6537
O 1.9309 1.2867 -2.1215
H 1.1628 0.9618 -2.5353
H 2.3641 0.5628 -1.6277
O 2.2531 1.8899 1.0233
H 1.5821 1.7998 0.3659
H 2.7577 2.6395 0.8328
O -3.8987 -0.5161 1.9476
H -4.1309 -0.1038 1.1333
H -4.6992 -0.4446 2.4904
O 2.3648 -1.6179 -2.7983
H 1.7791 -1.2378 -3.4846
H 1.8490 -1.5665 -2.0080
O 3.1742 -0.3041 -0.2875
H 2.4002 -0.7914 0.0337
H 3.0189 0.5176 0.1930
O -2.7258 1.7375 -3.3460
H -3.3838 1.0646 -3.1285
H -2.7772 2.4355 -2.7078
O -0.8532 0.0097 3.4838
H -0.7774 -0.4854 4.3215
H 0.0257 0.3365 3.4210
O -2.4862 -1.4572 -2.0002
H -3.2522 -0.9570 -2.2058
H -2.0624 -1.0286 -1.2537
O 1.8286 0.5101 3.3266
H 2.4435 0.6838 4.0069
H 2.0954 0.9916 2.5432
O -0.1583 -0.2564 -3.3824
H -0.3674 -0.0010 -4.2499
H -0.9984 -0.6545 -3.1283
*
```

natural (NBO) population analysis, charges in e, atoms 1 to 5: V 1.5814; C -0.6400; C -0.1055; O -0.9415; H 0.2185

=====

# 4
Molecular formula: C2H2Ag2Cl6F2
Method: DFT, ωB97M-V/def2-TZVPD

As for the HOMO energy (spin up / spin down): -0.6147 / -0.6141 hartree. The calculation puts the largest force on an atom at 1.8 eV Å⁻¹. The calculation puts the energy relative to the best compared isomer or geometry (same formula, charge and spin) at 62.26 kJ/mol. Its expectation value of S² is 2.022. Its LUMO energy (spin up / spin down) is -8.74 / -13.53 eV.

ORCA input file:
```
! RIJCOSX wB97M-V def2-TZVPD def2/J DEFGRID3
* xyz 2 3
Ag -1.1985 3.1970 0.8931
Ag -0.1828 1.2915 3.2495
F 0.6658 3.3515 2.1292
F -0.5042 1.0344 1.0259
C -1.3921 0.1148 -2.0827
Cl -2.0303 -0.9385 -3.3373
Cl -2.6676 1.1801 -1.4829
Cl 0.0073 1.0580 -2.7098
H -1.0325 -0.5256 -1.2913
C 1.6393 -1.8293 0.7999
Cl 3.0441 -2.7298 1.2864
Cl 0.2159 -2.7180 1.2168
Cl 1.8065 -1.6430 -0.9459
H 1.6289 -0.8432 1.2492
*
```

natural (NBO) population analysis, charges in e, atoms 1 to 5: Ag 1.2177; Ag 0.9775; F -0.4190; F -0.7975; C -0.2833

=====

# 5
Molecular formula: C2H2BaO2
Method: DFT, ωB97M-V/def2-TZVPD

As for the HOMO energy (spin up / spin down): -0.3760 / -0.4578 hartree. The calculation puts the largest force on an atom at 4.2 eV Å⁻¹. The calculation puts the energy relative to the best compared isomer or geometry (same formula, charge and spin) at 304.50 kJ/mol. Its expectation value of S² is 0.753. Its LUMO energy (spin up / spin down) is -5.33 / -5.45 eV.

ORCA input file:
```
! RIJCOSX wB97M-V def2-TZVPD def2/J DEFGRID3
* xyz 1 2
O 1.0815 -1.5607 -0.7729
C 0.7479 -0.4614 -0.7272
C 0.2655 0.2002 0.5325
O -0.9629 0.6422 0.3515
H 1.0371 0.9287 0.8556
Ba -2.7825 1.1177 -1.3367
H 0.6134 -0.8668 1.0972
*
```

Mulliken population analysis, charges in e, atoms 1 to 5: O -0.2892; C 0.0239; C -0.0842; O -0.7360; H 0.2079

=====

# 6
Molecular formula: C2H2BiO2
Method: DFT, ωB97M-V/def2-TZVPD

As for the HOMO energy: -0.5586 hartree. The calculation puts the largest force on an atom at 3.6 eV Å⁻¹. The calculation puts the energy relative to the best compared isomer or geometry (same formula, charge and spin) at 167.27 kJ/mol. Its LUMO energy is -6.59 eV.

ORCA input file:
```
! RIJCOSX wB97M-V def2-TZVPD def2/J DEFGRID3
* xyz 1 1
C 2.2077 -0.3257 0.0237
C 2.6896 -1.3974 0.3592
O -0.7073 -1.8651 1.1315
Bi -0.8393 -0.1592 0.4693
H 3.4309 -2.1646 0.5090
O 1.1048 0.4245 -0.1284
H 1.3073 1.3478 -0.3449
*
```

natural (NBO) population analysis, charges in e, atoms 1 to 5: C 0.1581; C -0.1204; O -1.0038; Bi 1.8832; H 0.2778

=====

# 7
Molecular formula: C2H2Br2Cl2
Method: DFT, ωB97M-V/def2-TZVPD

As for the HOMO energy: -0.3362 hartree. The calculation puts the largest force on an atom at 3.3 eV Å⁻¹. The calculation puts the energy relative to the best compared isomer or geometry (same formula, charge and spin) at 351.47 kJ/mol. Its LUMO energy is -1.12 eV.

ORCA input file:
```
! RIJCOSX wB97M-V def2-TZVPD def2/J DEFGRID3
* xyz 0 1
C 0.2279 0.4013 0.1834
C 2.4226 1.7956 -3.1315
Cl 1.9254 0.0896 -0.0540
Cl -0.1570 2.1461 0.1848
Br 0.6972 1.1386 -3.3916
Br 2.4275 3.3214 -2.1306
H -0.3144 -0.3183 -0.5565
H -0.0684 -0.1987 1.0924
*
```

natural (NBO) population analysis, charges in e, atoms 1 to 5: C -0.4588; C -0.2641; Cl -0.0073; Cl -0.0001; Br 0.1010

=====

# 8
Molecular formula: C2H2Br2O
Method: DFT, ωB97M-V/def2-TZVPD

As for the HOMO energy: -0.3361 hartree. The calculation puts the largest force on an atom at 2.1 eV Å⁻¹. The calculation puts the energy relative to the best compared isomer or geometry (same formula, charge and spin) at 54.69 kJ/mol. Its LUMO energy is -0.15 eV.

ORCA input file:
```
! RIJCOSX wB97M-V def2-TZVPD def2/J DEFGRID3
* xyz 0 1
C 1.6525 0.7228 -0.0626
C 0.7708 1.6499 0.1929
O 2.3868 -0.1850 -0.1996
Br -0.8074 -1.6608 2.5380
Br -0.6496 1.5520 -1.0324
H 0.5021 -2.0551 2.1392
H 0.6910 2.5071 0.8213
*
```

natural (NBO) population analysis, charges in e, atoms 1 to 5: C 0.6947; C -0.6276; O -0.4374; Br -0.2042; Br 0.0905

=====

# 9
Molecular formula: C2H2Br2O3
Method: DFT, ωB97M-V/def2-TZVPD

As for the HOMO energy: -0.3891 hartree. The calculation puts the largest force on an atom at 1.1 eV Å⁻¹. Its SMILES is O=COBr.O=CBr. The calculation puts the energy relative to the best compared isomer or geometry (same formula, charge and spin) at 0.19 kJ/mol. Its LUMO energy is -0.92 eV.

ORCA input file:
```
! RIJCOSX wB97M-V def2-TZVPD def2/J DEFGRID3
* xyz 0 1
O -0.5032 -0.3603 -0.5875
C -1.6652 -0.3437 -0.3374
O -2.3044 0.8188 -0.1958
Br -4.0783 0.8287 0.1433
H -2.2964 -1.2408 -0.2134
O 1.1468 1.0713 1.6955
C 1.6198 1.4508 0.6879
Br 0.9832 3.0200 -0.2202
H 2.4439 1.0029 0.1275
*
```

natural (NBO) population analysis, charges in e, atoms 1 to 5: O -0.5345; C 0.6481; O -0.5778; Br 0.3509; H 0.1148

=====

# 10
Molecular formula: C2H2Br3F
Method: DFT, ωB97M-V/def2-TZVPD

As for the HOMO energy: -0.3848 hartree. The calculation puts the largest force on an atom at 2.3 eV Å⁻¹. Its SMILES is FC(Br)(Br)CBr. The calculation puts the energy relative to the best compared isomer or geometry (same formula, charge and spin) at 1.99 kJ/mol. Its LUMO energy is -0.63 eV.

ORCA input file:
```
! RIJCOSX wB97M-V def2-TZVPD def2/J DEFGRID3
* xyz 0 1
F 0.9405 0.2339 -1.5256
C 0.7051 -0.0005 -0.2338
Br 1.5650 -1.9460 0.1021
Br 1.6878 1.2995 0.8721
C -0.7647 -0.0957 0.1260
Br -1.7040 1.6403 -0.0366
H -1.0015 -0.3271 1.1068
H -1.4282 -0.8045 -0.4109
*
```

natural (NBO) population analysis, charges in e, atoms 1 to 5: F -0.3269; C 0.3119; Br -0.0547; Br 0.0820; C -0.5323